Record 1
Molecular formula: H2KO
Method: DFT, ωB97M-V with the def2-TZVPD basis set

```
4
Properties=species:S:1:pos:R:3:forces:R:3
K -1.924782 -0.405135 -1.250842 0.18 -0.05 0.09
O 0.452107 -0.164015 0.228297 0.06 1.01 0.29
H 0.335517 0.129085 1.160367 0.29 -0.32 -0.84
H 1.137157 0.440065 -0.137822 -0.52 -0.64 0.46
```
Positions in Å, forces in eV/Å.

## Properties
**2S+1**: 1
**Energy above the lowest of the compared OMol25 structures with the same formula, charge and spin**: 5.3 kJ/mol
**Net charge**: +1
**Orbital gap**: 12.234 eV

And the Mulliken charges, in e, turn out to be:
1 K 0.98
2 O -0.68
3 H 0.35
4 H 0.35

Record 2
Molecular formula: C30H39NO8PS4Y
Method: DFT, ωB97M-V with the def2-TZVPD basis set

```
84
Properties=species:S:1:pos:R:3:forces:R:3
Y -0.494293 1.121116 -1.165228 -0.31 0.37 0.44
S -2.235654 4.230700 -0.567409 -0.11 0.40 0.11
S -3.164353 0.975358 0.174226 -0.07 -0.05 0.03
S 0.534312 1.781853 -3.601307 -0.13 -0.12 -0.08
S -1.242060 -8.045971 -3.897372 -0.02 0.05 -0.04
P 1.854926 -1.268329 0.085992 0.21 0.09 0.16
O -2.904671 1.157647 -1.272793 0.12 0.04 -0.10
O 2.938807 -0.127850 -0.339255 -0.07 -0.14 0.02
O 2.609998 -1.822636 1.427969 -0.11 0.07 -0.02
O -4.179650 1.826160 0.726465 -0.02 0.00 0.02
O -1.311991 -10.163133 -2.424299 0.04 -0.06 -0.04
O -1.831954 1.109342 0.827646 0.09 -0.08 -0.02
O -0.983241 3.453724 -0.890815 0.27 -0.36 -0.14
O 0.763869 -0.214735 0.767101 -0.06 0.07 -0.40
N 1.619750 2.441036 -1.281630 0.16 -0.06 -0.17
C -1.229861 -8.967024 -2.361100 -0.06 0.13 0.13
C -2.326492 -5.623264 -3.150397 0.00 0.05 0.02
C 1.129765 0.624819 1.893767 -0.03 0.06 0.14
C 3.696848 -0.329783 -1.544604 0.07 0.03 0.00
C 3.550599 3.815848 -0.974839 0.05 0.03 0.01
C 1.707521 2.597716 -2.623428 -0.01 0.00 0.19
C -1.757004 5.509473 5.340690 0.00 -0.02 -0.03
C -0.729100 5.017871 3.097211 -0.05 0.02 0.09
C 3.650040 3.987683 -2.356621 -0.07 -0.05 -0.07
C -1.134736 -8.201236 -1.066195 0.02 -0.01 0.00
C -1.876393 5.230415 3.867110 0.03 0.01 -0.02
C 0.220797 0.359596 3.072594 0.04 -0.07 -0.08
C 1.093280 -3.366320 2.574388 0.03 0.01 -0.04
C -3.649767 -0.711518 0.397362 0.03 0.18 -0.06
C 2.732315 3.381499 -3.182500 0.09 0.07 0.09
C -3.118020 5.151290 3.248173 0.03 0.00 -0.02
C 0.144058 -4.391555 -2.862773 -0.01 -0.03 -0.01
C -3.221939 4.859592 1.894166 -0.08 -0.04 -0.02
C 4.937237 -1.156053 -1.277972 -0.06 -0.01 0.01
C -1.021798 -3.661463 -2.604770 0.05 -0.05 -0.02
C -1.901457 5.840776 -1.307228 -0.03 -0.18 0.02
C 2.374139 -3.194194 1.786892 0.00 -0.02 -0.03
C -2.070407 4.671310 1.152394 -0.10 -0.06 0.02
C 2.524483 3.036550 -0.496254 -0.05 -0.04 0.08
C 0.075250 -5.718119 -3.253350 0.00 0.09 0.04
C -0.855994 -1.137180 -1.810979 0.16 -0.18 -0.06
C -0.818724 4.736067 1.748655 0.08 -0.02 -0.19
C -0.935358 -2.294647 -2.191469 -0.14 0.07 0.08
C -1.160112 -6.343514 -3.383016 0.03 -0.16 -0.06
C -2.258938 -4.296166 -2.760372 0.03 -0.01 -0.01
H -4.018079 5.292060 3.834031 0.01 0.00 -0.01
H 3.956192 0.669313 -1.895142 -0.02 0.02 -0.01
H 4.445722 4.590665 -2.776630 -0.01 0.00 0.00
H 1.120613 -2.765525 3.483286 -0.02 -0.02 0.01
H -0.816514 0.512607 2.787701 -0.01 0.00 0.04
H 4.256691 4.270467 -0.294864 -0.01 -0.01 0.01
H 2.422414 2.864855 0.569123 0.00 0.00 -0.03
H -2.690978 6.535381 -1.023776 -0.02 -0.04 0.02
H 5.548763 -1.224183 -2.178683 -0.01 0.00 -0.01
H 5.530189 -0.701002 -0.484664 0.01 -0.02 0.00
H -4.627611 -0.838422 -0.062157 0.02 0.00 -0.02
H 2.168616 0.437528 2.158192 0.06 0.04 -0.08
H 0.980007 -6.276827 -3.457765 -0.01 0.00 0.00
H 0.969481 -4.413100 2.856138 -0.01 0.00 0.00
H -3.165493 -3.733612 -2.579967 0.01 0.00 0.00
H 0.230414 -3.064087 1.976848 0.00 0.00 0.04
H -1.105079 6.364214 5.525873 0.00 0.00 0.00
H -3.704740 -0.905861 1.466343 0.02 0.01 -0.01
H -1.326741 4.650687 5.859519 -0.01 0.01 0.01
H -3.286482 -6.108125 -3.276045 0.01 0.00 0.00
H 0.244290 5.067816 3.571924 0.00 0.00 -0.01
H -2.729262 5.719143 5.783562 0.00 0.00 0.00
H 0.066795 4.547384 1.150528 -0.02 0.01 0.04
H 3.240170 -3.493732 2.374695 0.02 -0.01 0.00
H -0.270912 -7.536867 -1.070769 -0.02 0.00 0.00
H -1.903257 5.680662 -2.384904 0.00 0.04 0.02
H 1.037588 1.663448 1.565298 -0.05 -0.02 0.01
H -2.020323 -7.578343 -0.933927 0.01 0.00 -0.02
H 0.473955 1.043346 3.885198 0.00 0.02 -0.01
H 3.062154 -0.796627 -2.303014 -0.02 0.00 -0.01
H 4.665487 -2.167970 -0.970746 0.04 0.01 0.01
H -2.898726 -1.331243 -0.091479 -0.03 -0.03 0.02
H -1.059602 -8.915194 -0.249820 -0.01 -0.02 -0.02
H 2.349687 -3.805940 0.879985 0.01 -0.01 0.00
H 1.102570 -3.900029 -2.757974 -0.01 0.01 0.00
H -0.929042 6.196927 -0.973162 0.02 -0.04 0.03
H -4.193268 4.740792 1.428063 0.02 0.00 0.02
H 2.776506 3.487079 -4.256879 -0.01 -0.01 0.00
H 0.353775 -0.660441 3.431236 -0.02 0.01 -0.01
```
Positions in Å, forces in eV/Å.

## Properties
**2S+1**: 1
**Energy above the lowest of the compared OMol25 structures with the same formula, charge and spin**: 45.8 kJ/mol
**Net charge**: 0
**Orbital gap**: 8.074 eV

Atom charges from the Mulliken analysis, given in e for atoms 1 to 4:
1 Y 0.61
2 S 0.32
3 S 1.06
4 S -0.53